{
  "formula": "C36H42N7O2PSbSe2V",
  "method": "ωB97M-V/def2-TZVPD",
  "species": ["Sb", "Se", "Se", "V", "P", "O", "O", "N", "N", "N", "N", "N", "N", "N", "C", "C", "C", "C", "C", "C", "C", "C", "C", "C", "C", "C", "C", "C", "C", "C", "C", "C", "C", "C", "C", "C", "C", "C", "C", "C", "C", "C", "C", "C", "C", "C", "C", "C", "C", "C", "H", "H", "H", "H", "H", "H", "H", "H", "H", "H", "H", "H", "H", "H", "H", "H", "H", "H", "H", "H", "H", "H", "H", "H", "H", "H", "H", "H", "H", "H", "H", "H", "H", "H", "H", "H", "H", "H", "H", "H", "H", "H"],
  "xyz": [[-0.26709, -3.32677, 3.11356], [0.71909, 0.71275, -0.32585], [2.59170, -0.32056, 2.60007], [-0.48740, -1.53239, 0.27755], [2.04050, 1.30436, 1.37254], [-0.90050, -0.97098, -3.67142], [-0.44782, -1.73530, -1.63257], [-1.23056, -0.52610, 2.11794], [-2.47364, -0.86624, -0.51927], [-0.89375, 2.18633, -3.27056], [1.27505, 1.56155, -3.67100], [1.30898, -2.68370, 0.46521], [-0.22146, 1.68540, -5.42610], [-1.64613, -3.51912, 0.42433], [1.30884, -3.34680, 1.64381], [-2.31815, 2.34501, -3.57552], [-2.19625, -0.17071, -1.78761], [0.34711, 3.52941, 1.66056], [2.39615, -2.76927, -0.32832], [-0.70147, -0.72642, 4.45335], [0.88463, 3.81050, 4.36901], [4.29729, 3.74501, -1.00369], [1.46975, 2.77577, 3.65274], [-2.39178, 1.52908, 1.30193], [-2.18245, -3.98707, -1.97146], [-1.79726, -3.87790, 1.71778], [-2.41911, -4.14410, -0.49516], [-2.78387, -4.73975, 2.15723], [2.48805, -2.01604, -1.61623], [-3.08926, 1.05136, -3.86287], [-3.40891, 0.18465, -2.63769], [-3.65872, -5.28573, 1.23035], [-0.23753, 4.56128, 2.37928], [-0.78922, -1.24078, 3.17142], [-1.11443, -1.00499, -2.47971], [3.44064, 2.11492, 0.54705], [5.81369, 2.42905, 0.31953], [-1.68574, 0.72722, 2.35651], [-3.43906, -5.00995, -0.10130], [5.59520, 3.40792, -0.63571], [3.22250, 3.10134, -0.41527], [-1.60953, 1.29300, 3.62398], [3.49043, -4.23002, 1.24321], [4.73802, 1.78089, 0.91423], [2.37333, -4.11824, 2.06108], [1.20017, 2.62951, 2.29547], [0.02965, 4.70104, 3.73563], [3.48971, -3.55124, 0.04954], [0.04232, 1.79402, -4.12761], [-1.09450, 0.57978, 4.68422], [-2.55184, 0.44929, -4.59331], [6.82265, 2.16846, 0.60963], [-4.03437, 1.34610, -4.32273], [2.13117, 2.07292, 4.14361], [1.98723, 1.21988, -4.29334], [-1.69853, 0.75503, -1.49812], [-4.12300, 0.71908, -2.00246], [-1.13513, 1.88778, -5.79078], [-4.45707, -5.94816, 1.53739], [-0.32261, -1.33942, 5.26022], [2.34160, -4.62517, 3.01656], [-1.12812, -3.88886, -2.20311], [-1.02029, 1.02120, 5.66912], [-2.35699, 2.58267, 1.56898], [-4.04073, -5.47990, -0.86711], [-3.44935, 1.24664, 1.26505], [-0.42010, 5.51125, 4.29433], [2.21448, 3.37698, -0.70148], [1.41333, 1.41556, -2.67902], [2.62847, -0.95496, -1.39904], [6.43441, 3.91624, -1.09159], [-2.58227, -4.86231, -2.47936], [1.58619, -2.11719, -2.21251], [4.33910, -3.60240, -0.61605], [-3.90747, -0.72910, -2.97372], [-0.89470, 5.26263, 1.88114], [-3.04034, -0.28782, 0.09092], [-2.69675, -3.12012, -2.39400], [-0.58359, 2.29176, -2.31300], [4.12567, 4.51715, -1.74234], [-2.85472, -4.99662, 3.20602], [0.12571, 3.41765, 0.60610], [3.34505, -2.37147, -2.18268], [-2.42327, 3.03334, -4.41729], [-1.95774, 2.30822, 3.75669], [1.10422, 3.92502, 5.42236], [4.33829, -4.83175, 1.54251], [-1.93090, 1.42339, 0.32641], [0.44741, 1.27455, -6.05433], [-2.74595, 2.86862, -2.71952], [-3.00900, -1.71245, -0.69582], [4.90261, 1.01528, 1.66148]],
  "forces_ev_per_angstrom": [[0.05, 0.03, 0.04], [-0.04, 0.08, 0.20], [0.05, 0.06, 0.02], [-0.52, -0.18, -0.37], [0.03, -0.02, -0.01], [-0.04, 0.05, 0.04], [0.10, 0.08, 0.08], [0.03, -0.01, -0.03], [-0.04, -0.06, 0.06], [0.01, -0.02, 0.09], [-0.09, 0.02, -0.21], [-0.13, 0.09, 0.07], [-0.01, 0.05, -0.02], [-0.06, -0.03, -0.01], [0.05, -0.06, 0.03], [-0.09, 0.03, 0.00], [0.04, 0.07, -0.07], [-0.01, -0.01, 0.05], [0.06, 0.03, -0.07], [-0.09, 0.07, 0.02], [0.02, -0.02, 0.00], [-0.02, 0.00, -0.01], [0.02, 0.01, 0.00], [0.11, 0.05, 0.01], [0.01, 0.05, 0.03], [0.05, 0.04, -0.02], [-0.02, -0.03, 0.03], [0.00, -0.02, 0.02], [0.01, -0.01, 0.01], [0.03, 0.00, 0.02], [0.01, -0.04, -0.03], [0.01, 0.00, 0.01], [0.01, 0.00, 0.02], [0.24, -0.05, 0.06], [0.06, -0.05, -0.03], [0.00, -0.04, 0.05], [-0.01, -0.01, 0.01], [-0.10, 0.01, 0.11], [0.01, 0.00, -0.02], [0.01, 0.00, 0.00], [0.02, 0.00, 0.00], [-0.03, 0.00, -0.04], [0.01, 0.02, -0.03], [0.01, -0.01, -0.02], [-0.02, 0.00, 0.00], [-0.02, 0.02, -0.10], [-0.01, 0.03, -0.01], [-0.02, -0.01, 0.03], [0.15, -0.09, -0.05], [-0.01, -0.03, -0.02], [0.01, 0.01, 0.00], [0.00, 0.00, 0.00], [-0.01, -0.01, 0.01], [0.00, 0.00, 0.01], [0.00, 0.02, 0.00], [0.00, -0.04, 0.01], [0.01, -0.01, 0.02], [0.01, -0.01, 0.01], [0.00, 0.00, 0.00], [0.00, 0.00, 0.00], [-0.01, 0.00, 0.00], [0.03, 0.01, 0.00], [0.01, 0.01, 0.00], [-0.02, 0.00, 0.01], [0.00, 0.00, 0.01], [0.01, 0.01, -0.01], [0.00, 0.00, 0.00], [-0.03, 0.01, 0.01], [0.05, -0.04, 0.13], [-0.01, -0.05, -0.02], [0.00, 0.00, 0.00], [0.01, 0.01, -0.01], [0.05, 0.01, 0.00], [0.00, 0.00, 0.00], [-0.01, 0.01, -0.01], [0.00, 0.01, 0.00], [0.03, -0.08, -0.03], [0.00, 0.01, 0.00], [-0.01, 0.02, -0.06], [0.00, 0.00, 0.00], [0.00, 0.00, 0.00], [0.02, -0.01, -0.01], [0.02, -0.02, 0.00], [0.02, 0.00, 0.00], [0.01, 0.00, 0.01], [0.00, 0.00, 0.00], [0.00, 0.00, -0.01], [0.05, 0.02, -0.01], [-0.01, 0.00, 0.01], [-0.03, 0.00, -0.01], [-0.02, 0.00, -0.01], [0.00, 0.00, 0.01]],
  "mulliken_spin": [-0.009, 0.014, 0.004, 2.018, -0.021, 0.013, -0.047, 0.019, -0.020, 0.000, 0.000, -0.014, 0.000, 0.004, 0.008, 0.000, 0.031, -0.002, 0.014, -0.014, 0.000, -0.002, -0.002, 0.002, 0.009, 0.006, 0.009, -0.005, -0.002, -0.001, -0.003, 0.004, 0.000, 0.003, -0.018, 0.002, 0.000, -0.008, -0.002, 0.000, 0.000, 0.000, 0.003, 0.000, -0.013, 0.006, 0.001, 0.000, 0.002, 0.004, 0.000, 0.000, 0.000, 0.000, 0.000, -0.004, 0.000, 0.000, 0.000, 0.000, 0.000, -0.001, 0.000, 0.000, 0.000, 0.000, 0.000, 0.001, 0.000, 0.002, 0.000, 0.000, -0.001, 0.000, 0.000, 0.000, 0.002, 0.000, 0.000, 0.000, 0.000, -0.001, 0.000, 0.000, 0.000, 0.000, 0.000, -0.002, 0.000, 0.000, 0.007, 0.000],
  "total_charge": 2,
  "multiplicity": 3,
  "homo_lumo_gap_ev": [6.663, 7.155],
  "s2": 2.0164,
  "lumo_ev": [-5.70, -5.21],
  "homo_ev": [-12.36, -12.36],
  "largest_force_ev_per_a": 0.7,
  "energy_ev": -224738.9659,
  "de_lowest_kj_mol": 0.00
}